DFT (the ωB97M-V functional and the def2-TZVPD basis) results for C18H31BF13N2O24S6Zr as an isolated structure.

CARTESIAN COORDINATES (ANGSTROEM)
Zr1 -1.9024 0.8094 0.6168
N1 -2.2292 2.4712 -0.5319
S1 -2.6277 2.7724 -2.0667
O1 -1.7694 3.7242 -2.8496
O2 -4.0642 2.5971 -2.4205
F1 -1.9642 1.4083 -2.5037
S2 -2.6759 4.1653 -0.1643
O3 -2.6970 4.2977 1.2763
O4 -3.4810 4.9818 -1.0099
F2 -1.2296 4.7935 -0.4260
N2 -0.2555 -0.1988 -0.1308
S3 0.9253 0.2281 -1.4117
O5 0.4804 0.0144 -2.7812
O6 2.3744 0.4524 -1.0573
F3 0.4091 1.7450 -1.2004
S4 0.7323 -1.4258 0.0736
O7 1.6514 -1.0590 1.1573
O8 1.0004 -2.4232 -0.9656
F4 -0.3165 -2.1790 0.9043
B1 -3.2798 -0.6054 -0.3731
H1 -2.7136 -1.1017 0.3998
H2 -3.7285 0.2768 0.0564
H3 -2.5645 -0.2272 -1.0870
H4 -4.0359 -1.1901 -0.8737
O9 -0.5483 4.8533 3.2055
C1 0.3906 4.5814 2.1810
C2 0.5669 2.9972 1.8814
O10 -0.6762 2.2669 2.0021
H5 1.3374 5.0437 2.4603
H6 -0.0504 5.2518 1.4434
H7 1.2863 2.5452 2.5643
H8 1.0101 2.7250 0.9236
C3 -3.4235 -8.4895 1.9127
C4 -3.0936 -7.6041 3.0976
O11 -1.7669 -7.0748 2.8864
C5 -1.5350 -6.0037 2.0232
O12 -2.4297 -5.4441 1.4004
C6 -0.0644 -5.5341 1.9751
F5 0.3713 -5.4552 0.6560
F6 0.0212 -4.3367 2.5719
F7 0.8062 -6.2974 2.6975
H9 -2.6575 -9.0039 1.3324
H10 -4.0160 -7.8824 1.2283
H11 -4.0700 -9.2981 2.2537
H12 -3.0564 -8.1111 4.0618
H13 -3.8564 -6.8314 3.0017
C7 1.3520 4.7108 -2.5916
C8 0.9599 5.4656 -3.8775
O13 1.5914 6.7340 -3.9012
C9 1.6991 7.4727 -5.0011
O14 1.3841 7.0459 -6.1358
C10 2.2320 8.9160 -4.6864
F8 1.4249 9.8065 -5.1629
F9 2.2629 9.1939 -3.3617
F10 3.4666 9.0789 -5.2415
H14 1.1869 5.2522 -1.6601
H15 2.4036 4.4420 -2.6916
H16 0.6878 3.8467 -2.5988
H17 -0.0900 5.7266 -4.0104
H18 1.1338 4.9571 -4.8258
C11 1.3493 -1.9702 4.7876
C12 0.2386 -1.0346 4.3580
O15 -0.9949 -1.7187 4.3795
C13 -1.8924 -1.4844 3.3255
O16 -1.7052 -0.5462 2.5452
C14 -3.1507 -2.4106 3.4390
F11 -3.6569 -2.6731 2.1836
F12 -2.8453 -3.6222 3.9173
F13 -4.0885 -1.8576 4.1561
H19 1.4853 -2.7441 4.0321
H20 0.9429 -2.3356 5.7308
H21 2.2782 -1.4292 4.9680
H22 0.4481 -0.5875 3.3862
H23 0.0297 -0.1946 5.0204
C15 -1.7222 -3.5358 -2.8514
C16 -1.5025 -3.7866 -4.2914
O17 -0.4859 -4.7671 -4.1752
S5 -1.0496 -5.9410 -3.0500
O18 0.2473 -6.4323 -2.4960
O19 -1.9785 -6.8828 -3.6094
O20 -1.7333 -4.7263 -2.1910
H24 -2.7257 -3.1312 -2.7192
H25 -1.0259 -2.7583 -2.5371
H26 -1.2728 -2.9290 -4.9237
H27 -2.3381 -4.2660 -4.8014
C17 4.8521 2.2971 0.7760
C18 5.8347 1.8553 1.7810
O21 7.0587 1.8302 1.0442
S6 6.8937 2.3721 -0.4938
O22 6.7898 1.3659 -1.5226
O23 7.9398 3.3998 -0.7709
O24 5.4456 3.0378 -0.1965
H28 3.9456 2.8460 1.0308
H29 4.5426 1.4090 0.2250
H30 5.5035 0.9503 2.2904
H31 6.0636 2.5277 2.6078

Values from the calculation:
DFT total energy: -173572.4588 eV
strongest force on any atom: 8.73 eV/A
E_LUMO (spin up / spin down): 2.736 / 2.849 eV
<S²>: 0.7594
net charge: -2
2S+1: 2



DFT (the ωB97M-V functional and the def2-TZVPD basis) results for C18H31BN6ReSi as an isolated structure.

CARTESIAN COORDINATES (ANGSTROEM)
Re1 -0.6024 -0.4704 -0.4715
C1 1.5625 -2.6143 -2.5827
C2 2.0882 -1.6260 -1.6032
C3 3.3860 -1.3016 -1.2841
C4 3.3310 -0.3040 -0.3015
C5 4.4689 0.3842 0.3604
N1 2.0448 -0.0439 -0.0390
N2 1.2612 -0.8620 -0.8436
B1 1.4433 0.9917 0.9733
N3 0.5554 2.0035 0.1921
N4 -0.4215 1.5178 -0.6563
C6 -0.8408 2.5387 -1.4353
C7 -1.8643 2.3754 -2.4954
C8 -0.1512 3.6814 -1.0665
C9 0.7307 3.3094 -0.0599
C10 1.7412 4.1349 0.6503
N5 0.5607 0.2386 2.0025
N6 -0.4030 -0.6180 1.5207
C11 -0.8279 -1.3883 2.5393
C12 -1.8342 -2.4648 2.3686
C13 -0.1635 -0.9940 3.6912
C14 0.7159 0.0123 3.3183
C15 1.7108 0.7450 4.1422
H1 2.3900 -3.1002 -3.0931
H2 0.9385 -2.1283 -3.3345
H3 0.9712 -3.3853 -2.0865
H4 4.2780 -1.7278 -1.7084
H5 5.4059 0.0040 -0.0371
H6 4.4570 0.2136 1.4362
H7 4.4309 1.4587 0.1856
H8 2.3384 1.5512 1.5058
H9 -1.7366 1.4208 -2.9990
H10 -1.7479 3.1576 -3.2423
H11 -2.8812 2.4381 -2.1043
H12 -0.2681 4.6668 -1.4814
H13 1.5779 5.1864 0.4288
H14 2.7487 3.8732 0.3258
H15 1.6818 3.9946 1.7282
H16 -1.8862 -2.7896 1.3316
H17 -2.8265 -2.1404 2.6851
H18 -1.5597 -3.3270 2.9737
H19 -0.2945 -1.3994 4.6787
H20 1.5350 0.5458 5.1963
H21 1.6472 1.8193 3.9782
H22 2.7237 0.4210 3.9010
C16 -2.8480 -1.2907 -3.2085
Si1 -2.7418 -1.4598 -1.3529
C17 -3.5301 -0.0761 -0.3157
C18 -3.2239 -3.1879 -0.8430
H23 -3.8535 -1.6261 -3.4843
H24 -2.1540 -1.9747 -3.7001
H25 -2.7224 -0.2969 -3.6199
H26 -4.6042 -0.1687 -0.5192
H27 -3.2662 0.9474 -0.5846
H28 -3.4210 -0.2073 0.7618
H29 -4.0247 -3.4877 -1.5249
H30 -3.6057 -3.2561 0.1720
H31 -2.4199 -3.9142 -0.9693

Values from the calculation:
DFT total energy: -38780.8284 eV
strongest force on any atom: 0.82 eV/A
E_LUMO (spin up / spin down): -7.366 / -7.877 eV
ΔE to the lowest compared entry with this formula, charge and spin: 0.0000 eV
<S²>: 0.7676
net charge: +2
2S+1: 2



DFT (the ωB97M-V functional and the def2-TZVPD basis) results for C18H31Br18NO5P as an isolated structure.

CARTESIAN COORDINATES (ANGSTROEM)
C1 -2.3151 3.0994 3.9819
C2 -3.1027 2.5373 2.8313
O1 -3.8321 1.5631 2.9701
N1 -3.0073 3.2106 1.6433
C3 -3.0382 2.4568 0.3844
C4 -1.7011 2.4868 -0.3429
C5 -1.6302 1.4341 -1.4523
C6 -0.5612 1.7142 -2.5103
C7 0.8247 2.0174 -1.9516
C8 1.2134 3.5039 -1.8922
O2 2.5978 3.5815 -2.0242
P1 3.4068 1.9913 -2.2044
C9 4.2404 0.2750 -2.2983
C10 3.3046 -0.8551 -1.8927
C11 4.0400 -2.1322 -1.3576
C12 3.5852 -2.4425 0.0298
O3 4.2207 -2.3651 1.0414
O4 2.2609 -2.8816 0.0859
O5 1.8240 1.3980 -2.7110
H1 -2.1775 4.1797 3.9126
H2 -1.3329 2.6265 4.0495
H3 -2.8658 2.8752 4.8973
H4 -2.2627 3.8964 1.6575
H5 -3.3276 1.4274 0.6043
H6 -3.8060 2.8794 -0.2725
H7 -0.8925 2.3008 0.3761
H8 -1.5134 3.4755 -0.7803
H9 -2.6099 1.3833 -1.9483
H10 -1.4640 0.4435 -1.0084
H11 -0.9137 2.5500 -3.1328
H12 -0.4727 0.8545 -3.1820
H13 0.8830 1.6345 -0.9149
H14 0.8870 3.9205 -0.9218
H15 0.7048 4.0893 -2.6819
H16 3.1065 1.7140 -0.7916
H17 4.6362 2.6299 -1.7850
H18 3.6982 2.2833 -3.5711
H19 5.0900 0.3168 -1.6074
H20 4.6089 0.1173 -3.3176
H21 2.6801 -1.1544 -2.7381
H22 2.6328 -0.4725 -1.1102
H23 5.1205 -1.9925 -1.3371
H24 3.7859 -2.9945 -1.9807
H25 1.6664 -2.1225 -0.0010
C13 -7.5186 2.8334 -0.2759
Br1 -6.3980 2.1752 1.1318
Br2 -6.6027 4.1409 -1.3528
Br3 -8.2149 1.4039 -1.3620
H26 -8.3649 3.3301 0.1744
C14 -6.0760 3.5622 5.3638
Br4 -7.5389 4.3544 4.4019
Br5 -4.8210 4.8940 5.9572
Br6 -6.6948 2.4808 6.8263
H27 -5.5524 2.9088 4.6767
C15 2.3803 -5.2928 2.3194
Br7 3.8892 -6.4804 2.1858
Br8 0.7382 -6.2945 2.3851
Br9 2.5411 -4.0960 3.8074
H28 2.3601 -4.6906 1.4190
C16 2.4560 -8.0377 -1.2017
Br10 1.6774 -9.2346 -2.4925
Br11 4.3628 -7.9205 -1.4136
Br12 1.6278 -6.3126 -1.2378
H29 2.2668 -8.4544 -0.2221
C17 -0.6406 -10.2679 2.9660
Br13 0.0482 -9.7442 4.6809
Br14 -2.1929 -9.2402 2.4876
Br15 0.7096 -10.1572 1.6048
H30 -0.9422 -11.3019 3.0375
C18 3.5798 5.5838 -4.0287
Br16 5.3255 5.1450 -3.3700
Br17 3.4986 7.4211 -4.6340
Br18 3.0111 4.3616 -5.3806
H31 2.8933 5.4760 -3.1998

Values from the calculation:
DFT total energy: -1300949.4005 eV
strongest force on any atom: 0.97 eV/A
E_LUMO: 1.137 eV
net charge: -1
2S+1: 1



DFT (the ωB97M-V functional and the def2-TZVPD basis) results for C18H31HgN3NbO4S as an isolated structure.

CARTESIAN COORDINATES (ANGSTROEM)
N1 -1.5939 -0.3007 1.5884
C1 -1.6898 -1.0379 2.5938
O1 -1.1590 -1.6234 3.5021
Hg1 -4.0089 -1.5446 2.9204
Nb1 -0.8634 0.5356 0.0019
N2 -1.1294 2.3083 0.8388
N3 -2.1413 0.0016 -1.4838
C2 -1.1645 2.9105 2.1970
C3 -2.3378 -1.2484 -2.2400
C4 -2.5089 2.5747 2.8356
C5 -0.9534 4.4230 2.1579
C6 -0.0603 2.2836 3.0512
C7 -3.6913 -1.2974 -2.9572
C8 -1.2321 -1.3174 -3.2915
C9 -2.2588 -2.4622 -1.3097
H1 -3.3249 3.0252 2.2606
H2 -2.5130 2.9826 3.8536
H3 -2.6748 1.4909 2.8992
H4 0.0430 4.6764 1.7779
H5 -1.0179 4.8100 3.1844
H6 -1.7283 4.9193 1.5639
H7 -0.2264 1.2134 3.2206
H8 -0.0593 2.7810 4.0311
H9 0.9215 2.4293 2.5892
H10 -4.5251 -1.1277 -2.2661
H11 -3.8236 -2.2975 -3.3883
H12 -3.7591 -0.5817 -3.7843
H13 -1.3373 -0.4800 -3.9912
H14 -1.2809 -2.2647 -3.8437
H15 -0.2475 -1.2384 -2.8130
H16 -1.2784 -2.5669 -0.8262
H17 -2.4404 -3.3619 -1.9207
H18 -3.0384 -2.4065 -0.5336
C10 -2.7189 1.1834 -2.1423
H19 -2.7026 2.0519 -1.4752
H20 -2.2120 1.4533 -3.0844
H21 -3.7740 0.9783 -2.3582
C11 -0.6346 3.1101 -0.3003
H22 0.3086 3.6347 -0.0722
H23 -0.4521 2.4634 -1.1986
H24 -1.3869 3.8564 -0.5913
C12 6.4053 -3.5533 -0.7828
C13 5.2337 -2.6751 -0.4544
C14 5.2638 -1.8580 0.6813
C15 4.1794 -1.0606 1.0205
C16 3.0430 -1.0712 0.1859
C17 3.0076 -1.8636 -0.9694
C18 4.1014 -2.6606 -1.2680
S1 1.5395 -0.4758 0.8321
O2 1.5661 -0.5393 2.2652
O3 1.2384 0.9259 0.2621
O4 0.4503 -1.2800 0.1348
H25 7.3102 -2.9636 -0.9678
H26 6.6156 -4.2294 0.0525
H27 6.1959 -4.1499 -1.6748
H28 6.1569 -1.8697 1.3117
H29 4.1841 -0.4501 1.9239
H30 2.1191 -1.8666 -1.5921
H31 4.0656 -3.2991 -2.1561

Values from the calculation:
DFT total energy: -48372.9812 eV
strongest force on any atom: 4.62 eV/A
E_LUMO (spin up / spin down): -8.081 / -10.694 eV
ΔE to the lowest compared entry with this formula, charge and spin: 0.0000 eV
<S²>: 0.8244
net charge: +2
2S+1: 2



DFT (the ωB97M-V functional and the def2-TZVPD basis) results for C18H31IrN10O4 as an isolated structure.

CARTESIAN COORDINATES (ANGSTROEM)
Ir1 -0.4770 -0.1978 -0.2105
C1 -2.9674 -0.1434 2.7294
C2 -1.4918 -0.0365 2.8312
N1 -0.6250 -0.0431 1.8321
C3 0.6377 0.0944 2.3651
C4 0.5385 0.1827 3.7192
N2 -0.7996 0.0939 3.9816
C5 1.4862 0.3453 4.8694
O1 2.7649 0.4850 4.5859
O2 1.0237 0.3731 5.9739
C6 1.7812 0.1134 1.4453
O3 2.9325 0.1828 1.7956
O4 1.4409 -0.0272 0.1576
H1 -3.2688 -0.1424 1.6836
H2 -3.4493 0.7004 3.2231
H3 -3.3226 -1.0599 3.2013
H4 -1.1644 0.1358 4.9272
H5 2.9544 0.4670 3.6233
N3 0.6679 -4.1751 0.2235
C7 -0.6823 -4.3881 0.1223
C8 -1.2382 -3.1621 -0.0461
N4 -0.2289 -2.2138 -0.0442
C9 0.9135 -2.8646 0.1186
H6 1.3719 -4.8868 0.3515
H7 -1.1192 -5.3691 0.1787
H8 -2.2763 -2.8981 -0.1568
H9 1.8946 -2.4222 0.1530
C10 0.6063 5.0426 -2.8547
C11 -0.5691 5.7523 -2.1901
C12 -1.8669 5.5256 -2.9573
C13 -0.6987 5.3789 -0.7118
N5 -0.9423 3.9386 -0.5174
C14 -0.0756 2.9360 -0.4178
N6 -0.7795 1.8293 -0.3352
N7 -2.0843 2.1728 -0.3831
N8 -2.1838 3.4359 -0.4962
H10 0.7502 5.4188 -3.8665
H11 0.4198 3.9664 -2.9413
H12 1.5420 5.1943 -2.3122
H13 -0.3547 6.8245 -2.1750
H14 -2.1156 4.4625 -3.0128
H15 -1.7666 5.8924 -3.9781
H16 -2.7078 6.0428 -2.4952
H17 -1.5388 5.8839 -0.2397
H18 0.2103 5.6176 -0.1609
H19 0.9976 3.0290 -0.4193
C15 -1.1020 1.0086 -5.4232
C16 -1.5412 0.2436 -4.1778
C17 -1.4579 -1.2585 -4.4428
C18 -2.9690 0.6231 -3.7949
N9 -0.6446 0.6947 -3.0600
N10 -0.0595 -0.3331 -2.2368
H20 -1.7886 0.8172 -6.2465
H21 -0.0994 0.7132 -5.7382
H22 -1.1111 2.0854 -5.2364
H23 -2.0995 -1.4960 -5.2896
H24 -1.8358 -1.8601 -3.6083
H25 -0.4490 -1.5842 -4.7107
H26 -3.6671 0.3472 -4.5854
H27 -3.0485 1.6968 -3.6250
H28 -3.2746 0.1166 -2.8760
H29 0.1210 1.2430 -3.4288
H30 0.9556 -0.3447 -2.3507
H31 -0.3715 -1.2362 -2.5987

Values from the calculation:
DFT total energy: -45086.2678 eV
strongest force on any atom: 0.47 eV/A
E_LUMO: -7.417 eV
ΔE to the lowest compared entry with this formula, charge and spin: 0.0000 eV
net charge: +2
2S+1: 1



DFT (the ωB97M-V functional and the def2-TZVPD basis) results for C18H31N6NiS2Te as an isolated structure.

CARTESIAN COORDINATES (ANGSTROEM)
Ni1 10.6583 12.2258 8.5090
C1 9.2494 8.5915 11.3810
N1 9.3417 10.0074 11.1299
C2 10.5351 10.5868 10.9160
N2 11.6689 9.9157 11.1879
S1 10.6165 12.2945 10.5664
H1 8.2439 8.2987 11.6357
H2 9.8681 8.3562 12.2556
H3 9.6177 8.0001 10.5433
H4 8.5285 10.5746 10.9630
H5 11.7099 8.9025 11.2393
H6 12.5465 10.3946 10.9887
N3 9.7830 10.7640 7.6243
C3 9.2562 9.7585 7.3500
N4 8.6120 8.7012 6.9714
C4 7.4547 8.8581 6.0463
C5 7.6524 7.9086 4.8503
C6 8.0088 6.4521 5.2792
C7 9.0813 6.3384 6.3967
C8 8.8803 7.3512 7.5494
H7 7.5123 9.9062 5.7089
H8 6.5022 8.7080 6.5615
H9 8.4369 8.3364 4.2087
H10 6.7340 7.8254 4.2387
H11 8.3791 5.9117 4.3867
H12 7.0704 5.9561 5.5781
H13 10.0937 6.5342 5.9882
H14 9.1375 5.3143 6.7966
H15 9.7824 7.4534 8.1389
H16 8.0486 7.0095 8.1944
C9 18.8831 12.4398 5.5933
C10 17.4552 12.4589 6.1073
C11 17.0833 13.2821 7.1569
C12 15.7810 13.2906 7.6875
C13 15.3854 14.2468 8.7768
C14 14.8484 12.3481 7.1987
Te1 13.1559 11.7824 8.5211
C15 15.1855 11.5595 6.0845
C16 14.2229 10.6034 5.4411
C17 16.4771 11.6250 5.5743
H17 19.5327 13.0895 6.2152
H18 18.9120 12.8209 4.5686
H19 19.2805 11.4285 5.5782
H20 17.8388 13.8940 7.6402
H21 15.9111 15.1949 8.7091
H22 15.5753 13.8167 9.7505
H23 14.3153 14.4461 8.7150
H24 13.2058 11.0154 5.4460
H25 14.1594 9.6582 5.9874
H26 14.4974 10.3883 4.3910
H27 16.7049 10.9562 4.7338
N5 9.9401 15.6259 9.8122
C18 10.5165 15.2054 8.6800
N6 11.5675 15.8251 8.1399
S2 9.7612 13.9554 7.7539
H28 10.2522 16.4496 10.3320
H29 9.2148 15.0348 10.2223
H30 11.9358 16.6678 8.5550
H31 11.9221 15.5470 7.2451

Values from the calculation:
DFT total energy: -98111.4663 eV
strongest force on any atom: 3.14 eV/A
E_LUMO (spin up / spin down): -2.073 / -3.419 eV
ΔE to the lowest compared entry with this formula, charge and spin: 0.0000 eV
<S²>: 2.0268
net charge: +1
2S+1: 3



DFT (the ωB97M-V functional and the def2-TZVPD basis) results for C18H31N6O2 as an isolated structure.

CARTESIAN COORDINATES (ANGSTROEM)
C1 -0.3653 1.6273 -0.2401
O1 0.3810 2.4353 0.6282
H1 -0.5853 2.0251 -1.2308
H2 0.0290 0.6254 -0.4099
H3 -1.3376 1.4489 0.2193
C2 2.9873 2.0920 1.3945
O2 4.0215 2.1963 2.0281
N1 2.5563 2.9751 0.6125
N2 2.0502 1.2010 1.5070
H4 1.5708 2.9609 0.3916
H5 3.1252 3.7325 0.2622
H6 2.2245 0.3690 2.0525
H7 1.1421 1.3941 1.1093
C3 -3.9118 -0.6571 -0.4688
C4 -3.3925 0.6677 -0.9480
C5 -2.7924 0.6829 -2.3050
C6 -3.7298 0.0869 -3.2699
N3 -4.4793 -0.3718 -3.9955
H8 -4.0168 -0.5538 0.6112
H9 -3.2988 -1.5371 -0.6634
H10 -4.9125 -0.9922 -0.7415
H11 -2.6158 1.1165 -0.3289
H12 -4.3191 1.2374 -1.0192
H13 -1.8591 0.1328 -2.4258
H14 -2.6529 1.7092 -2.6446
C7 3.6530 -1.6108 -1.5527
C8 2.8035 -0.6114 -0.7487
C9 2.4542 0.7477 -1.4075
C10 1.4758 0.5257 -2.4926
N4 0.7321 0.2876 -3.2727
H15 3.1901 -1.9143 -2.4917
H16 3.7444 -2.5185 -0.9563
H17 4.6213 -1.1646 -1.7797
H18 3.1947 -0.4478 0.2555
H19 1.8640 -1.0269 -0.3843
H20 3.3769 1.2625 -1.6754
H21 1.9376 1.3963 -0.7000
N5 -0.5874 1.1977 2.2207
C11 -0.5389 1.5595 3.5608
C12 -1.1919 0.6410 4.3577
C13 -1.4761 -0.3963 3.4697
C14 -1.1744 -0.0042 2.1886
H22 -0.1151 1.5949 1.4212
H23 -0.2078 2.5274 3.9072
H24 -1.3243 0.6700 5.4292
H25 -1.9832 -1.3283 3.6711
H26 -1.4571 -0.4080 1.2277
N6 0.3701 -3.6847 -1.0440
C15 0.6003 -2.3972 -1.3886
C16 0.0690 -1.5245 -0.4388
C17 -0.3193 -2.3673 0.5808
C18 -0.3601 -3.6973 0.0962
H27 0.6747 -4.4982 -1.5593
H28 1.1917 -2.2868 -2.2855
H29 0.2045 -0.4536 -0.4729
H30 -0.6191 -2.0438 1.5666
H31 -0.6219 -4.6302 0.5731

Values from the calculation:
DFT total energy: -32198.9770 eV
strongest force on any atom: 8.65 eV/A
E_LUMO: 2.669 eV
net charge: -1
2S+1: 1